Entry 1:
This record from the Open Molecules 2025 dataset describes a molecular structure, C3H4F7Mg2NO5S2. The level of theory is wB97M-V/def2-TZVPD.

Properties
**Kohn-Sham gap**: 5.69 eV
**Largest force on an atom**: 4.34 eV/Å
**E_LUMO**: -11.6 eV
**Net charge**: +2

```
24
Properties=species:S:1:pos:R:3:forces:R:3
Mg 1.487155 -0.845299 -3.705961 -0.10 0.29 2.40
Mg -0.608131 1.002534 -1.261500 -1.32 -0.27 -0.38
C 0.640536 -2.155641 0.356022 -0.31 0.95 -1.00
F -0.032888 -2.122595 1.462187 0.14 -0.31 0.48
F 1.475842 -3.152173 0.239402 -0.03 -0.17 0.35
F -0.250185 -2.214487 -0.674926 0.15 -0.06 -0.01
S 1.617187 -0.569962 0.114598 -0.16 -0.27 -0.32
O 2.659174 -0.623345 1.060096 -0.04 0.71 0.70
O 2.063356 -0.640218 -1.279233 -0.09 -0.02 -0.92
N 0.456510 0.672339 0.258673 3.42 -2.66 0.23
S 0.396867 1.346608 1.737495 -2.06 2.59 1.63
O -0.825799 2.107135 1.679215 0.03 0.00 -1.01
O 0.542841 0.488030 2.841361 0.92 -1.05 0.02
C 1.733171 2.698537 1.771141 0.91 -1.55 -1.43
F 2.214386 2.804914 0.502989 -0.47 0.28 -0.07
F 1.197739 3.816095 2.129800 0.06 0.31 0.50
F 2.753149 2.294746 2.488092 -0.31 0.35 0.74
F 0.160620 -0.137088 -2.605148 -0.66 0.46 -1.79
C -2.937006 -1.146083 -1.367540 -0.86 0.04 -0.22
O -2.375237 0.130180 -0.930065 -0.20 0.34 0.07
H -4.026181 -1.098381 -1.390281 0.06 0.42 -0.10
H -2.598039 -1.282063 -2.388612 0.17 -0.40 0.12
H -2.723857 -1.952143 -0.673713 0.62 0.08 -0.09
H -3.021206 0.578350 -0.364083 0.12 -0.07 0.10
```
Forces are in eV/Å.


Entry 2:
This record from the Open Molecules 2025 dataset describes a molecular structure, C49H49F6N5O7PSSbY. The level of theory is wB97M-V/def2-TZVPD.

Properties
**Kohn-Sham gap**: 7.28 eV
**Largest force on an atom**: 1.16 eV/Å
**ΔE to the lowest compared entry with this formula, charge and spin**: 148.11 kJ/mol
**E_LUMO**: -3.1 eV
**Net charge**: +1

```
120
Properties=species:S:1:pos:R:3:forces:R:3
Y 0.632886 -0.553187 -0.503421 0.50 -0.52 0.91
C -0.311499 -0.509216 4.473071 -0.01 -0.04 -0.11
O 1.104970 -0.584283 4.163748 -0.06 0.00 0.04
C 1.198377 -0.556171 2.835267 -0.02 0.09 0.08
N 0.138820 -0.469001 2.137893 -0.12 -0.09 -0.21
C -1.005199 -0.496676 3.092785 0.10 -0.01 0.01
C -2.045832 0.586075 2.903039 0.10 0.05 -0.06
C -2.772101 1.059991 3.988055 -0.04 -0.02 0.04
C -3.762240 2.016723 3.809414 -0.04 0.04 0.01
C -4.048439 2.499586 2.540512 -0.02 -0.01 -0.01
C -3.345864 2.008505 1.448632 -0.02 0.02 -0.03
C -2.356387 1.057687 1.634209 0.03 0.06 0.12
C 2.563845 -0.643579 2.278811 -0.05 0.00 0.08
C 3.694317 -0.471248 3.061532 -0.02 -0.02 0.07
C 4.931974 -0.613993 2.456043 0.04 0.03 0.05
C 4.992936 -0.980655 1.121467 0.06 -0.08 -0.03
C 3.805178 -1.149733 0.431839 0.08 0.01 -0.11
N 2.613158 -0.942189 0.987886 0.07 0.09 -0.04
C 3.758901 -1.648348 -0.958643 0.03 -0.09 -0.01
N 2.666753 -1.884897 -1.552742 -0.20 0.22 -0.23
C 2.996926 -2.505789 -2.848738 0.08 0.07 0.10
C 4.535917 -2.343279 -2.922841 -0.13 0.00 0.02
O 4.905854 -1.920325 -1.574741 0.06 -0.06 -0.04
C 2.213674 -1.959044 -4.017537 0.04 -0.03 -0.03
C 2.406943 -2.533971 -5.270479 0.01 0.00 0.01
C 1.700652 -2.075820 -6.373573 0.03 -0.04 -0.02
C 0.790301 -1.035672 -6.234347 0.00 0.01 0.01
C 0.598697 -0.453589 -4.989894 -0.01 0.03 -0.02
C 1.303957 -0.921551 -3.893006 -0.02 -0.03 -0.15
H -0.485890 0.394053 5.048993 0.07 0.11 0.01
H -0.561818 -1.380941 5.069703 0.00 -0.03 0.05
H -1.516440 -1.448752 2.941678 0.05 -0.15 -0.01
H -2.587101 0.681876 4.988078 0.00 0.05 -0.04
H -4.311580 2.387385 4.666684 0.02 -0.04 -0.04
H -4.820259 3.247508 2.401442 0.05 -0.04 0.02
H -3.570824 2.366690 0.448804 0.03 -0.02 0.06
H -1.832388 0.658632 0.780827 0.03 0.02 -0.09
H 3.589104 -0.236449 4.111049 0.03 0.00 -0.01
H 5.839262 -0.464246 3.026188 -0.01 -0.02 -0.02
H 5.930831 -1.149537 0.611511 0.00 0.01 0.03
H 2.762694 -3.567528 -2.768611 -0.02 -0.09 0.04
H 4.848629 -1.576504 -3.625367 0.03 0.11 0.03
H 5.056859 -3.271806 -3.131239 0.03 -0.03 0.02
H 3.114982 -3.351030 -5.382244 -0.07 0.04 -0.02
H 1.859093 -2.534480 -7.343541 -0.01 0.04 0.08
H 0.238163 -0.674672 -7.093867 0.04 -0.02 0.03
H -0.080795 0.382780 -4.868745 0.03 -0.06 -0.01
H 1.163721 -0.422880 -2.944354 0.10 0.05 -0.21
N -0.624544 2.902638 -0.603944 0.20 -0.26 0.05
P 0.522557 2.409382 0.567556 -0.33 0.85 0.26
C -0.077819 3.328195 2.057260 -0.09 -0.16 0.07
C -0.695881 4.573831 1.950911 -0.01 -0.08 0.02
C -1.019733 5.296946 3.088585 0.02 0.02 0.00
C -0.712009 4.799034 4.349144 0.00 0.03 0.01
C -0.071044 3.575789 4.465597 0.04 -0.03 0.01
C 0.239651 2.847096 3.324013 0.03 0.01 -0.09
C 1.944189 3.562657 0.380317 0.00 -0.23 -0.30
C 2.998524 3.291423 1.251833 -0.02 -0.01 0.02
C 4.103694 4.118850 1.327381 -0.01 0.02 0.02
C 4.160441 5.248675 0.521085 0.03 0.02 -0.01
C 3.130422 5.524281 -0.361719 0.11 0.11 -0.03
C 2.037773 4.678707 -0.453950 0.00 -0.19 -0.11
C -1.279469 2.146488 -1.544403 -0.11 -0.07 0.24
C -2.125781 2.815529 -2.443077 -0.05 0.09 -0.05
C -2.909154 2.090815 -3.302197 0.01 0.02 0.01
C -2.855676 0.695315 -3.260402 -0.12 0.06 -0.09
C -1.981012 0.113754 -2.386923 0.14 -0.13 -0.07
N -1.175672 0.806680 -1.544404 0.17 0.19 0.06
H -0.722922 3.893096 -0.741635 0.01 0.21 -0.14
H -0.908008 5.012954 0.982340 -0.04 -0.03 0.04
H -1.497979 6.264117 2.989591 0.01 -0.04 0.01
H -0.955272 5.374400 5.235008 0.01 -0.05 -0.06
H 0.191522 3.192591 5.446744 -0.01 0.01 -0.09
H 0.762622 1.901357 3.417200 -0.04 0.03 0.06
H 2.937033 2.416388 1.894584 0.05 0.01 -0.02
H 4.910563 3.892894 2.012442 -0.01 -0.01 -0.02
H 5.021669 5.903806 0.559630 -0.04 0.00 0.03
H 3.170424 6.381817 -1.022889 0.00 -0.05 0.03
H 1.121203 4.264498 -2.088937 -0.05 -0.17 -0.12
H -2.154053 3.897994 -2.430060 -0.01 -0.03 -0.02
H -3.567178 2.597588 -3.997468 0.02 -0.01 0.03
H -3.472053 0.082883 -3.903404 0.05 0.01 0.02
H -1.880949 -0.962973 -2.355307 0.03 0.03 0.02
F 1.270534 -5.342202 -1.071259 -0.07 -0.01 -0.09
C 0.361590 -4.584494 -1.682166 -0.10 0.13 0.06
F -0.845350 -5.165419 -1.545214 0.15 0.03 0.00
F 0.642771 -4.540223 -2.987567 -0.03 -0.07 0.10
C 0.318567 -3.160387 -1.067865 -0.27 -0.29 0.02
O 0.742843 -2.977349 0.082983 -0.16 0.09 -0.21
O -0.203307 -2.254795 -1.782044 0.18 -0.42 -0.10
C -2.887408 -4.804138 2.440554 0.09 0.01 -0.01
C -1.845231 -4.156654 1.532409 -0.07 0.11 -0.07
Sb -2.425831 -2.342522 0.483771 -0.73 -0.16 0.36
C -4.086761 -1.822474 1.806836 -0.12 -0.01 -0.27
C -5.430629 -2.510007 1.544426 0.11 0.10 0.07
C -3.568330 -3.164861 -1.163492 0.13 -0.05 0.16
C -4.140045 -4.567864 -0.969861 -0.04 0.07 -0.08
H -2.462675 -5.692577 2.915183 -0.04 0.02 0.01
H -3.770177 -5.120559 1.884828 0.04 0.00 0.02
H -3.215512 -4.134825 3.239210 0.00 -0.03 -0.05
H -1.515252 -4.866830 0.774460 0.05 0.03 0.00
H -0.954269 -3.871026 2.094855 0.04 -0.06 0.02
H -4.202251 -0.741560 1.718014 -0.03 -0.05 0.04
H -3.751341 -2.019156 2.828463 0.01 0.03 -0.03
H -5.763937 -2.362009 0.514250 0.02 -0.03 0.07
H -6.202330 -2.092881 2.198330 0.04 -0.02 -0.04
H -5.386912 -3.581745 1.736831 -0.01 0.05 -0.02
H -2.894227 -3.142567 -2.021569 -0.02 0.00 -0.04
H -4.362653 -2.439624 -1.354835 0.02 0.01 -0.04
H -3.358479 -5.296668 -0.753551 0.00 0.01 0.00
H -4.649991 -4.893663 -1.880352 0.03 -0.02 0.04
H -4.869054 -4.601628 -0.160411 0.05 0.00 -0.04
F 3.622218 0.607638 -4.399805 -0.31 -0.20 -0.12
C 3.914623 1.383735 -3.377399 0.32 0.30 0.38
F 4.907192 0.791647 -2.673027 -0.05 0.07 -0.11
F 4.383078 2.541453 -3.872120 0.03 -0.12 0.08
S 2.639974 1.970203 -2.094183 0.05 0.16 0.25
O 1.411653 2.285499 -2.859592 0.08 0.08 -0.09
O 1.089562 4.966492 -1.419173 -0.05 0.07 0.19
O 2.377550 0.748097 -1.201654 -0.18 0.40 -0.62
```
Forces are in eV/Å.


Entry 3:
This record from the Open Molecules 2025 dataset describes a molecular structure, C39H35ClCuN2Si2. The level of theory is wB97M-V/def2-TZVPD.

Properties
**Kohn-Sham gap (alpha / beta)**: 5.55 / 5.33 eV
**Multiplicity**: 2
**Largest force on an atom**: 4.63 eV/Å
**ΔE to the lowest compared entry with this formula, charge and spin**: 142.01 kJ/mol
**E_LUMO (alpha / beta)**: -0.2 / -0.4 eV
**Net charge**: 0

```
80
Properties=species:S:1:pos:R:3:forces:R:3
C -4.347413 -2.684707 1.188948 0.24 -0.29 0.17
C -3.041090 -3.076788 0.737368 -0.32 -0.69 0.79
C -2.083796 -2.390984 1.546869 0.51 -0.29 -0.62
H -2.810114 -3.788057 -0.047059 -0.10 -0.01 0.19
C -2.781081 -1.538890 2.433610 -0.53 0.09 1.17
C -4.182488 -1.724926 2.234948 0.40 -0.72 0.48
H -4.966669 -1.206615 2.774855 0.06 -0.15 -0.10
H -5.294763 -3.020482 0.777953 0.21 0.02 0.10
H -1.002348 -2.555820 1.536622 -0.50 0.13 -0.05
H -2.328975 -0.916638 3.205676 -0.15 -0.22 -0.28
Cu -3.297172 -1.014978 0.409073 0.64 0.63 -0.75
Si 3.019800 -0.667936 1.193749 2.01 0.00 -0.61
C 3.955664 -0.282456 -0.413518 0.04 -0.19 0.31
C 4.311656 1.054025 -0.656267 0.10 0.08 -0.42
H 4.045563 1.819095 0.080815 -0.06 -0.18 -0.44
C 5.081480 1.403355 -1.768487 -0.11 -0.56 0.24
H 5.346588 2.449303 -1.933372 -0.03 -0.34 -0.08
C 5.548736 0.381622 -2.609440 -0.10 -0.05 0.08
H 6.145350 0.640834 -3.479444 -0.02 -0.06 0.10
C 5.295602 -0.964528 -2.319289 -0.11 -0.10 0.39
H 5.727998 -1.773468 -2.926871 -0.20 0.54 0.21
C 4.511596 -1.298478 -1.199616 0.12 0.49 -0.39
H 4.372204 -2.340786 -0.898708 -0.07 0.27 -0.32
C 3.903130 0.591842 2.278616 0.03 0.08 0.72
C 5.207703 0.286339 2.713171 0.16 0.30 0.15
H 5.664914 -0.669438 2.442570 -0.16 0.24 0.07
C 5.963790 1.202176 3.459057 -0.18 -0.17 -0.17
H 6.996437 0.969752 3.720335 -0.28 -0.04 -0.01
C 5.401020 2.410278 3.881616 -0.29 -0.46 -0.12
H 5.960631 3.086354 4.526535 -0.12 -0.12 -0.19
C 4.097521 2.705477 3.490625 0.02 -0.07 -0.33
H 3.628913 3.622730 3.842174 0.07 -0.09 -0.20
C 3.392140 1.841591 2.633946 0.20 0.35 0.48
H 2.434016 2.158261 2.230643 0.20 -0.08 0.37
H 3.606510 -2.009152 1.613107 -0.64 0.37 -0.09
Si 0.532926 1.633741 -0.948950 -0.86 -4.39 1.18
C 0.748220 0.803748 0.793105 -0.81 1.09 0.72
C 1.118523 -0.624631 1.196473 1.46 0.75 -0.72
H 0.850875 -1.450381 0.533504 -0.06 0.22 0.00
C 0.945762 -1.010146 2.597758 -1.29 0.27 0.67
H 1.326905 -1.989422 2.877211 -0.24 0.11 0.15
C 0.261148 -0.204440 3.460120 0.62 -0.68 0.14
H 0.064851 -0.538452 4.467105 0.03 -0.09 0.15
C -0.126613 1.088980 3.091759 0.04 0.83 -0.22
H -0.593691 1.742767 3.826850 0.06 -0.15 -0.21
C 0.198373 1.584098 1.816866 0.14 0.06 -0.43
H 0.030958 2.661560 1.614934 -0.19 -0.70 0.13
C 1.090145 0.211975 -2.041371 -0.51 0.44 -0.29
C 0.447825 -0.976378 -1.665331 0.01 -0.23 0.11
H -0.268839 -0.985098 -0.828187 0.29 0.08 -0.65
C 0.743268 -2.181320 -2.290215 -0.01 0.49 -0.05
H 0.386374 -3.094256 -1.820663 -0.12 -0.06 -0.45
C 1.515704 -2.158515 -3.450510 0.36 0.14 0.17
H 1.712949 -3.089412 -3.971144 0.03 0.11 -0.07
C 2.096686 -0.962177 -3.890002 0.14 0.09 0.06
H 2.726981 -0.952015 -4.786695 -0.27 -0.07 0.37
C 1.934627 0.218039 -3.149905 -0.09 -0.30 -0.11
H 2.462352 1.140900 -3.419063 -0.20 -0.46 -0.06
H 0.667230 2.944832 -1.368144 0.95 1.96 -0.13
Cl -1.566668 1.500337 -1.069117 -0.05 0.37 -0.18
C -3.865954 -1.643453 -3.883370 0.16 0.02 0.39
C -4.884946 -0.735071 -4.172529 0.01 0.01 0.58
C -5.365354 0.081418 -3.146408 0.14 -0.16 0.53
C -4.826396 -0.038479 -1.851167 0.74 -1.26 -1.16
N -3.883651 -0.980976 -1.581913 0.03 0.62 -1.34
C -3.379916 -1.741367 -2.573702 -0.87 0.74 0.02
C -5.116503 0.894640 -0.748490 0.14 0.76 1.48
C -5.953784 2.017192 -0.859371 0.14 -0.47 0.12
C -5.986281 2.945593 0.180895 0.16 -0.34 0.09
C -5.180715 2.733971 1.305094 0.09 -0.22 -0.09
C -4.409173 1.572249 1.378556 -0.59 0.16 -0.72
N -4.410482 0.668261 0.390198 -0.30 1.45 -0.71
H -3.426533 -2.274476 -4.646476 -0.09 0.09 -0.04
H -5.298992 -0.658513 -5.175066 0.11 0.00 0.18
H -6.156606 0.807792 -3.306868 0.19 -0.14 -0.24
H -2.554835 -2.415687 -2.314572 -0.46 0.23 0.01
H -6.575071 2.115717 -1.747482 0.16 0.26 0.26
H -6.628555 3.822487 0.117270 0.17 -0.19 -0.01
H -5.130640 3.442978 2.128108 -0.12 -0.05 -0.23
H -3.755537 1.373480 2.230090 -0.23 -0.13 -0.22
```
Forces are in eV/Å.


Entry 4:
This record from the Open Molecules 2025 dataset describes 2 unconnected molecules or ions with the total composition C10H18N3O. The level of theory is wB97M-V/def2-TZVPD.

Properties
**Kohn-Sham gap**: 7.15 eV
**Largest force on an atom**: 6.47 eV/Å
**ΔE to the lowest compared entry with this formula, charge and spin**: 368.95 kJ/mol
**E_LUMO**: -3.9 eV
**Net charge**: +1

```
32
Properties=species:S:1:pos:R:3:forces:R:3
C -1.600977 1.388446 0.378853 -0.95 -1.50 -0.31
C -2.276412 2.211552 -0.715159 -1.07 -2.76 -0.20
C 0.280339 2.367310 1.687772 0.43 -1.28 1.12
N -1.099708 2.108723 1.491416 3.08 1.40 2.43
N 0.873087 3.322492 0.997385 2.29 0.29 -1.46
N 1.034286 1.701268 2.649533 -1.88 -1.32 0.50
H -2.226002 0.543587 0.813158 0.48 1.02 -0.92
H -0.760776 0.924198 -0.134437 0.18 -0.44 0.43
H -3.127294 1.568926 -1.065475 0.56 0.92 0.05
H -1.591752 2.260882 -1.522730 0.52 0.39 -0.99
H -1.650967 2.654174 2.137418 -0.49 -0.18 -0.32
H 0.564614 3.596575 0.025210 -0.01 -0.36 1.83
H 1.912515 3.497711 1.173150 -2.01 -0.30 -0.37
H 0.500136 1.056377 3.363808 1.29 1.79 -2.28
H 2.075849 1.512643 2.635483 -1.81 0.92 -0.24
H -2.619403 3.170526 -0.474127 -0.56 1.30 0.68
C 1.814308 -0.129605 -1.479195 3.61 0.50 0.14
C 1.106647 -1.870766 0.193031 -1.47 -1.86 0.74
C 1.117901 -1.368326 -1.062298 -0.24 0.91 -3.95
C 0.334997 -2.959564 0.550138 0.00 1.43 -0.65
C -0.411021 -3.603585 -0.474304 1.96 0.85 4.48
C 0.434922 -1.963419 -2.123605 -2.47 -2.38 2.96
C -0.425809 -3.103967 -1.688835 1.95 1.55 -5.97
O -0.852240 -4.783283 -0.056702 -3.50 -1.49 2.46
H 1.790110 -1.493940 0.856863 1.34 1.20 1.89
H 0.251374 -3.272397 1.598683 0.34 -0.19 -0.56
H 2.444164 0.398230 -0.700674 -1.01 -0.46 -0.38
H 1.144903 0.544542 -1.949197 -0.68 0.90 -0.25
H 0.399760 -1.628062 -3.171226 0.22 -0.13 0.76
H -1.306227 -4.621085 0.880733 1.50 -0.87 -3.04
H -0.748563 -3.706708 -2.553026 -0.58 0.21 0.72
H 2.617239 -0.323456 -2.261643 -1.01 -0.04 0.71
```
Forces are in eV/Å.